This record from OMol25 describes a structure of composition C8H15ClHoINOPS. The level of theory is ωB97M-V with the def2-TZVPD basis set.

Lowest unoccupied orbital energy (spin up / spin down) = -0.3151 / -0.3105 Ha
Total charge = +2
Energy = -78605.93297 eV
Molecular weight = 531.5 g mol⁻¹
Gap between HOMO and LUMO (spin up / spin down) = 5.75 / 5.88 eV
E_HOMO (spin up / spin down) = -0.5265 / -0.5265 Eh
Multiplicity = 5

Element x y z (Å)
1 C 2.66636 -1.54845 -0.35313
2 I 3.26933 0.76634 0.28869
3 H 1.89072 -0.85696 -0.72721
4 H 2.31758 -2.02831 0.57860
5 H 2.67802 -2.34926 -1.11766
6 Ho -1.72542 0.68304 0.50315
7 P -0.82205 0.59545 -2.11159
8 C 0.79032 0.97471 -2.86664
9 C -1.31132 -0.94126 -2.97969
10 H -2.94186 1.73582 -2.54333
11 H -1.90924 1.64689 -4.00987
12 H -1.54494 2.83786 -2.71629
13 C -1.91525 1.82541 -2.92597
14 H -2.21112 -1.35660 -2.50669
15 H -1.51385 -0.72398 -4.03747
16 H 0.67163 1.13863 -3.94762
17 H 1.49864 0.15454 -2.70013
18 H -0.49924 -1.67567 -2.90194
19 H 1.20007 1.88201 -2.40605
20 C 4.06667 -1.10782 -0.21504
21 O 5.15660 -1.57426 -0.32746
22 Cl -3.68329 -0.71681 0.15377
23 S -1.34118 -0.05185 4.58432
24 C 0.26704 -0.60833 4.16967
25 C 0.43166 -0.72960 2.82220
26 N -0.71674 -0.37612 2.09654
27 C -1.76094 -0.01037 2.92804
28 H 1.01924 -0.82438 4.92116
29 H 1.31105 -1.04560 2.27010
30 H -2.81020 0.01170 2.58135

=====

This record from OMol25 describes a cluster of 2 separate species, C3H4Cl2N2 in total. The level of theory is ωB97M-V with the def2-TZVPD basis set.

Lowest unoccupied orbital energy (spin up / spin down) = -0.0124 / -0.0124 Ha
Energy = -31193.85101 eV
Molecular weight = 139.0 g mol⁻¹
Gap between HOMO and LUMO (spin up / spin down) = 8.22 / 8.22 eV
E_HOMO (spin up / spin down) = -0.3145 / -0.3146 Eh
Energy relative to the best compared isomer or geometry (same formula, charge and spin) = 602.7 kJ/mol

Element x y z (Å)
1 C -0.91262 -2.56538 -0.00624
2 C -1.95074 -2.09459 -0.39936
3 C 1.75312 1.66924 0.66851
4 N -0.42681 1.36378 0.39875
5 N 0.75186 1.06000 0.11096
6 Cl -1.52376 1.45936 -0.87134
7 Cl 0.90044 -0.18267 -1.19109
8 H -0.17535 -3.25463 0.30886
9 H -2.70305 -1.44051 -0.68437
10 H 1.53979 2.63498 1.18795
11 H 2.74712 1.35041 0.47737

=====

This record from OMol25 describes a structure of composition C3H12FN6O3Tl. The level of theory is ωB97M-V with the def2-TZVPD basis set.

Lowest unoccupied orbital energy = -0.3396 Ha
Total charge = +2
Energy = -25772.57115 eV
Molecular weight = 403.5 g mol⁻¹
Gap between HOMO and LUMO = 8.31 eV
E_HOMO = -0.6450 Eh
Energy relative to the best compared isomer or geometry (same formula, charge and spin) = 668.4 kJ/mol

Element x y z (Å)
1 Tl -0.76753 -1.60098 -1.11342
2 F -0.63858 -3.67889 -0.24183
3 C 1.75391 -0.38840 -2.15358
4 O 0.73629 -1.05531 -2.15805
5 N 2.08309 0.20370 -3.24973
6 N 2.42501 -0.03358 -1.02022
7 H 2.87698 0.82805 -3.24612
8 H 1.58801 -0.03602 -4.09680
9 H 2.85111 0.88159 -1.05179
10 H 2.08855 -0.52718 -0.20582
11 C -0.07397 0.92452 0.15339
12 O -0.04073 0.00314 -0.62040
13 N -1.19344 1.32403 0.57212
14 N 0.97839 1.70449 0.30905
15 H -1.06712 2.26172 0.92549
16 H -1.96352 0.70811 0.35368
17 H 0.81453 2.61790 0.70770
18 H 1.62936 1.76710 -0.46065
19 C -1.65964 -0.77733 1.61044
20 O -1.28672 -1.06891 0.49654
21 N -1.25845 0.20461 2.27437
22 N -2.33885 -1.65308 2.28357
23 H -0.78782 0.94299 1.77099
24 H -1.46272 0.31698 3.25709
25 H -2.52473 -2.48624 1.74377
26 H -2.76131 -1.38297 3.16031

=====

This record from OMol25 describes a cluster of 3 separate species, C23H55ClN4O5 in total. The level of theory is ωB97M-V with the def2-TZVPD basis set.

Lowest unoccupied orbital energy = 0.0285 Ha
Energy = -53459.61326 eV
Molecular weight = 503.2 g mol⁻¹
Gap between HOMO and LUMO = 9.32 eV
E_HOMO = -0.3138 Eh
SMILES = NCCCCC[C@H](CCCCl)OCCN.COCCNCCOC.COCCNCCOC

Element x y z (Å)
1 N 2.86936 -3.99107 -2.96620
2 C 3.05155 -2.97231 -4.01589
3 C 1.77288 -2.68954 -4.79632
4 C 1.63417 -1.24365 -5.30674
5 C 0.20126 -0.64904 -5.21910
6 C 0.06589 0.74144 -4.55677
7 C -0.95085 0.91301 -3.41399
8 C -0.48217 1.47298 -2.05422
9 C 0.99532 1.71348 -1.75613
10 C 1.93411 0.50874 -1.76754
11 Cl 1.10207 -1.03171 -1.55639
12 O -1.70130 -0.28697 -3.15183
13 C -2.99208 -0.28759 -3.71611
14 C -3.59744 -1.63478 -3.53263
15 N -3.77034 -1.93969 -2.11048
16 H 3.35560 -3.72292 -2.12130
17 H 1.89200 -4.06985 -2.71778
18 H 3.82380 -3.34309 -4.68557
19 H 3.43913 -2.06094 -3.56559
20 H 0.91791 -2.99582 -4.20248
21 H 1.78334 -3.33458 -5.66672
22 H 2.37212 -0.58789 -4.85676
23 H 1.89406 -1.30029 -6.35586
24 H -0.11282 -0.53862 -6.24873
25 H -0.43974 -1.40515 -4.78650
26 H 1.05731 1.09783 -4.31688
27 H -0.25782 1.40255 -5.35020
28 H -1.68384 1.62578 -3.76845
29 H -0.98121 2.42284 -1.89690
30 H -0.87114 0.82580 -1.28212
31 H 1.37152 2.49241 -2.41051
32 H 1.04176 2.13318 -0.75692
33 H 2.50228 0.51208 -2.68463
34 H 2.65432 0.67029 -0.98513
35 H -3.63327 0.44020 -3.22177
36 H -2.94172 -0.08783 -4.78740
37 H -3.03973 -2.39425 -4.08159
38 H -4.58931 -1.60401 -3.97209
39 H -4.40222 -2.72458 -2.00962
40 H -2.88315 -2.20289 -1.69676
41 C 3.53330 0.23557 5.95905
42 O 2.81118 1.42770 5.71667
43 C 3.58008 2.61927 5.81358
44 C 3.79396 3.25760 4.45626
45 N 4.69142 2.46502 3.62487
46 C 4.75040 2.87147 2.22293
47 C 3.47392 2.81564 1.38792
48 O 2.99930 1.51020 1.11533
49 C 2.22772 0.91145 2.14802
50 H 2.80693 -0.56828 6.06672
51 H 4.20041 -0.01569 5.12741
52 H 4.11776 0.30609 6.88057
53 H 4.53379 2.43667 6.31727
54 H 3.00578 3.31648 6.43052
55 H 4.22853 4.25193 4.59708
56 H 2.80456 3.38430 3.99760
57 H 4.41283 1.49406 3.66749
58 H 5.48547 2.22581 1.73593
59 H 5.14755 3.89083 2.17888
60 H 3.71382 3.24656 0.41116
61 H 2.66948 3.43346 1.80533
62 H 1.63719 1.64902 2.69501
63 H 2.86080 0.35300 2.84263
64 H 1.54486 0.20193 1.68183
65 C -4.72322 -3.23620 2.90578
66 O -4.79726 -2.56970 1.66065
67 C -5.66951 -1.44550 1.64141
68 C -4.90311 -0.14270 1.54251
69 N -4.16977 0.14526 2.77131
70 C -3.20848 1.24137 2.66749
71 C -2.06926 1.11340 1.66101
72 O -1.10536 0.12567 1.97371
73 C -1.46406 -1.19837 1.61988
74 H -4.20768 -4.18095 2.73947
75 H -4.15421 -2.66190 3.64501
76 H -5.71992 -3.44638 3.30372
77 H -6.33385 -1.44659 2.51073
78 H -6.29020 -1.54249 0.74636
79 H -5.61046 0.67042 1.35346
80 H -4.24156 -0.22253 0.67072
81 H -3.67786 -0.68756 3.06471
82 H -2.76115 1.36852 3.65663
83 H -3.75956 2.16208 2.44950
84 H -1.52500 2.06263 1.66602
85 H -2.43433 0.97457 0.63582
86 H -2.08098 -1.22330 0.71807
87 H -1.98151 -1.70213 2.44073
88 H -0.54436 -1.75121 1.42375

=====

This record from OMol25 describes an isolated molecule of C2H6N6. The level of theory is ωB97M-V with the def2-TZVPD basis set.

Lowest unoccupied orbital energy = 0.0355 Ha
Energy = -11106.75168 eV
Molecular weight = 114.1 g mol⁻¹
Gap between HOMO and LUMO = 8.79 eV
E_HOMO = -0.2874 Eh
SMILES = N/N=c1/[nH]cnn1N
Energy relative to the best compared isomer or geometry (same formula, charge and spin) = 342.2 kJ/mol

Element x y z (Å)
1 N 2.28320 -0.19104 -0.10720
2 N 1.43405 1.02717 0.16500
3 C 0.16714 0.60331 -0.00240
4 N -0.82967 1.48257 0.36932
5 C -2.00094 0.98305 -0.26691
6 N -1.84058 -0.17527 -0.77282
7 N -0.41852 -0.59083 -0.33920
8 N -0.19514 -1.76185 -0.15878
9 H 3.09929 0.14591 0.40004
10 H 2.04842 -1.01234 0.73408
11 H -0.44326 2.35186 0.66521
12 H -2.82878 1.62970 -0.34499
13 H -0.50406 -2.08852 0.67391
14 H 0.02884 -2.40372 -1.01525

=====

This record from OMol25 describes an isolated molecule of C3H4P2. The level of theory is ωB97M-V with the def2-TZVPD basis set.

Lowest unoccupied orbital energy = -0.0228 Ha
Energy = -21750.37209 eV
Molecular weight = 102.0 g mol⁻¹
Gap between HOMO and LUMO = 7.53 eV
E_HOMO = -0.2994 Eh
SMILES = C=CC1=P#[PH]1
Energy relative to the best compared isomer or geometry (same formula, charge and spin) = 82.3 kJ/mol

Element x y z (Å)
1 C -0.42526 0.59968 1.43433
2 C -0.32039 -0.41062 0.63775
3 C -0.10669 -0.22905 -0.72678
4 P -0.35540 1.04385 -1.85313
5 P 0.59354 -0.86827 -2.27540
6 H -0.59585 0.51175 2.54062
7 H -0.43380 1.61720 0.97797
8 H -0.28980 -1.51825 1.07330
9 H 1.93364 -0.74629 -1.80866